Record 1
This record from the Open Molecules 2025 dataset describes a molecular structure, C21H25AsIN4O4Pd at a distorted geometry. The level of theory is ωB97M-V/def2-TZVPD.

For the molecular weight, the calculation gives 705.7 g mol⁻¹. Its net charge is +3. The calculation puts the relative energy (zero: lowest compared OMol25 entry of this formula, charge and spin) at 62.0 kcal per mole. For the total energy, the calculation gives -108723.7376 eV. As for the HOMO-LUMO gap (alpha / beta): 5.82 / 5.82 eV.

Each line ends with the natural charge from an NBO analysis.
Cartesian coordinates (Å):
Pd1 0.54 1.19 0.18  1.1552
C1 -0.15 -8.78 -7.75  -0.2719
O1 -0.09 -8.34 -6.35  -0.3674
C2 0.71 -7.44 -5.94  0.5309
C3 1.68 -6.79 -6.78  -0.3190
C4 2.44 -5.81 -6.25  -0.0576
C5 2.24 -5.39 -4.88  0.1291
C6 1.33 -6.13 -4.02  -0.1514
C7 0.60 -7.12 -4.54  -0.2338
N1 2.98 -4.42 -4.45  -0.0198
N2 3.00 -3.57 -3.58  -0.0406
C8 2.22 -2.65 -3.14  0.0908
C9 1.09 -2.16 -3.92  -0.1385
C10 0.36 -1.12 -3.52  -0.2496
C11 0.66 -0.46 -2.25  0.5269
O2 0.00 0.47 -1.83  -0.5914
C12 1.81 -0.94 -1.45  0.0733
N3 2.04 -0.28 -0.30  -0.4350
C13 3.06 -0.64 0.46  0.0931
C14 3.92 -1.68 0.09  -0.1978
C15 3.68 -2.36 -1.08  -0.1065
C16 2.60 -1.98 -1.88  0.0209
H1 -1.11 -9.27 -7.86  0.2473
H2 0.64 -9.50 -7.93  0.2291
H3 -0.07 -7.94 -8.43  0.2077
H4 1.83 -7.10 -7.80  0.2686
H5 3.19 -5.31 -6.85  0.2648
H6 1.27 -5.88 -2.96  0.2488
H7 -0.10 -7.69 -3.94  0.2712
H8 0.86 -2.65 -4.86  0.2472
H9 -0.47 -0.76 -4.11  0.2656
H10 3.21 -0.11 1.39  0.2396
H11 4.74 -1.94 0.74  0.2706
H12 4.33 -3.16 -1.40  0.2592
C17 -0.37 4.41 -1.36  -0.9896
As1 0.56 4.18 0.29  1.9132
C18 2.38 3.67 -0.03  -1.0158
C19 0.45 5.71 1.40  -0.9698
O3 -0.18 2.84 1.10  -1.0569
H13 0.32 4.78 -2.12  0.2721
H14 -1.16 5.14 -1.22  0.2795
H15 -0.79 3.46 -1.66  0.2626
H16 3.01 4.55 -0.11  0.2937
H17 2.44 3.10 -0.96  0.2523
H18 2.71 3.07 0.81  0.2610
H19 0.89 6.56 0.89  0.2813
H20 0.96 5.51 2.34  0.2803
H21 -0.61 5.91 1.60  0.2807
N4 -2.49 0.85 1.48  -0.7491
C20 -1.67 -0.10 1.89  0.6788
O4 -0.46 -0.19 1.56  -0.6724
C21 -2.23 -1.17 2.78  -0.6254
I1 -3.39 -2.51 1.59  0.1812
H22 -2.16 1.61 0.91  0.4195
H23 -3.45 0.89 1.80  0.4313
H24 -2.89 -0.76 3.53  0.2642
H25 -1.43 -1.74 3.22  0.2679

***

Record 2
This record from the Open Molecules 2025 dataset describes 2 unconnected molecules or ions with the total composition C21H25BO6 at a distorted geometry. The level of theory is ωB97M-V/def2-TZVPD.

For the molecular weight, the calculation gives 384.2 g mol⁻¹. The calculation puts the relative energy (zero: lowest compared OMol25 entry of this formula, charge and spin) at 32.3 kcal per mole. For the total energy, the calculation gives -35146.6659 eV. As for the HOMO-LUMO gap: 5.90 eV.

Each line ends with the natural charge from an NBO analysis.
Cartesian coordinates (Å):
C1 5.17 -3.03 1.00  -0.6496
C2 3.78 -2.63 0.62  0.0984
C3 3.62 -1.51 -0.21  -0.2347
C4 2.36 -1.10 -0.58  -0.0872
C5 1.20 -1.79 -0.15  -0.1123
C6 -0.07 -1.28 -0.55  0.1226
C7 -1.34 -1.70 -0.10  -0.0910
C8 -2.48 -1.44 -0.92  -0.1004
C9 -3.73 -1.88 -0.55  -0.2302
C10 -3.92 -2.54 0.68  0.0859
C11 -5.30 -2.96 1.07  -0.6464
C12 -2.82 -2.78 1.52  -0.2333
C13 -1.56 -2.34 1.16  -0.1203
C14 1.39 -3.01 0.59  -0.1180
C15 2.66 -3.39 0.98  -0.2547
H1 5.15 -3.81 1.77  0.2217
H2 5.70 -3.43 0.13  0.2400
H3 5.76 -2.19 1.38  0.2388
H4 4.50 -0.98 -0.58  0.2348
H5 2.23 -0.22 -1.22  0.2768
H6 -0.05 -0.50 -1.31  0.2659
H7 -2.33 -0.88 -1.84  0.2477
H8 -4.60 -1.72 -1.20  0.2265
H9 -5.28 -3.51 2.01  0.2210
H10 -5.98 -2.10 1.20  0.2412
H11 -5.74 -3.60 0.30  0.2336
H12 -2.99 -3.30 2.46  0.2228
H13 -0.72 -2.46 1.85  0.2276
H14 0.54 -3.64 0.82  0.2227
H15 2.82 -4.31 1.56  0.2246
C16 3.42 3.10 1.08  -0.7132
C17 2.42 2.67 0.03  0.8202
O1 1.20 3.13 0.31  -0.6706
B1 0.08 2.70 -0.54  0.8416
H16 0.09 1.45 -0.68  -0.1499
O2 -1.13 3.22 0.12  -0.6726
C18 -1.73 2.49 1.06  0.8179
C19 -2.94 3.22 1.60  -0.7133
O3 -1.35 1.39 1.47  -0.6639
O4 0.18 3.46 -1.80  -0.6748
C20 -0.44 2.99 -2.87  0.8203
C21 -0.21 3.93 -4.04  -0.7137
O5 -1.11 1.96 -2.92  -0.6620
O6 2.72 1.99 -0.95  -0.6709
H17 2.93 3.60 1.91  0.2290
H18 3.95 2.23 1.47  0.2182
H19 4.15 3.77 0.61  0.2300
H20 -3.30 3.98 0.90  0.2276
H21 -3.75 2.53 1.80  0.2166
H22 -2.67 3.72 2.54  0.2306
H23 0.70 4.52 -3.89  0.2291
H24 -0.12 3.38 -4.97  0.2194
H25 -1.06 4.62 -4.12  0.2295

***

Record 3
This record from the Open Molecules 2025 dataset describes a molecular structure, C21H25Br33F3NO5 at a distorted geometry. The level of theory is ωB97M-V/def2-TZVPD.

For the molecular weight, the calculation gives 3065.3 g mol⁻¹. For the total energy, the calculation gives -2353453.9076 eV. As for the HOMO-LUMO gap: 9.27 eV.

Each line ends with the Mulliken charge.
Cartesian coordinates (Å):
C1 3.60 2.06 2.51  -0.0685
C2 3.44 0.49 2.04  -0.3460
C3 1.95 -0.16 2.30  1.3939
C4 2.06 -1.57 3.15  0.7095
F1 0.81 -2.40 3.04  -0.1604
F2 3.18 -2.46 2.68  -0.2437
F3 2.38 -1.20 4.57  -0.1772
C5 1.49 -0.68 0.79  -0.3862
O1 2.03 -1.64 0.01  -0.5461
O2 0.32 0.10 0.28  -0.3213
C6 0.00 1.30 1.12  0.6094
O3 -1.47 1.19 1.42  -0.4398
C7 0.47 2.75 0.50  -0.6251
C8 1.68 2.56 -0.61  0.5337
C9 2.59 3.93 -0.77  0.2466
N1 4.10 3.83 -0.63  -0.5983
O4 2.00 5.10 -1.06  -0.5325
C10 0.66 0.81 2.57  -0.0368
O5 0.63 1.73 3.71  -0.6016
H1 3.65 2.16 3.69  0.2300
H2 2.73 2.75 2.15  -0.1065
H3 4.65 2.46 2.11  -0.1317
H4 4.27 -0.13 2.64  0.2001
H5 3.70 0.36 0.91  0.1258
H6 -1.65 2.02 1.98  0.2514
H7 -0.46 3.25 -0.05  0.3428
H8 0.77 3.44 1.41  0.3706
H9 1.14 2.29 -1.63  0.1852
H10 2.43 1.69 -0.35  -0.3601
H11 4.44 2.88 -0.94  0.3373
H12 4.35 3.93 0.38  0.2767
H13 -0.17 0.01 2.90  -0.4321
H14 0.17 1.29 4.50  0.3926
C11 7.07 2.35 4.61  -0.3533
Br1 7.59 2.44 2.74  -0.0329
Br2 6.39 4.06 5.26  -0.0045
Br3 5.82 0.90 4.95  0.0507
H15 7.98 2.14 5.19  0.3577
C12 -4.65 3.32 0.37  -0.1477
Br4 -6.29 2.80 1.28  0.0548
Br5 -5.01 4.47 -1.16  -0.0488
Br6 -3.37 4.13 1.59  -0.0536
H16 -4.19 2.41 -0.02  0.2170
C13 3.44 -3.00 7.33  -0.0948
Br7 4.40 -4.58 7.91  -0.0324
Br8 1.51 -3.28 7.33  -0.0119
Br9 3.94 -1.42 8.35  -0.0244
H17 3.73 -2.81 6.29  0.1143
C14 0.97 -4.38 -2.63  -0.1428
Br10 2.41 -5.68 -2.75  -0.0651
Br11 1.36 -2.77 -3.65  0.0393
Br12 -0.74 -5.15 -3.12  -0.0570
H18 0.90 -4.08 -1.57  0.2331
C15 -2.77 -3.03 4.15  -0.3677
Br13 -1.33 -4.33 4.03  -0.0525
Br14 -2.38 -1.42 3.13  0.0376
Br15 -4.48 -3.80 3.66  -0.0497
H19 -2.84 -2.73 5.20  0.3842
C16 5.51 -2.77 -3.96  -0.3130
Br16 7.42 -2.77 -3.59  -0.0567
Br17 4.55 -1.52 -2.81  0.0262
Br18 5.14 -2.46 -5.84  0.0815
H20 5.14 -3.77 -3.72  0.2533
C17 -3.07 -3.31 -6.19  -0.3355
Br19 -1.73 -4.13 -7.33  -0.0099
Br20 -2.34 -1.83 -5.16  0.0751
Br21 -4.65 -2.79 -7.19  -0.0609
H21 -3.38 -4.07 -5.46  0.3387
C18 6.92 -3.04 -9.57  -0.3557
Br22 7.88 -1.47 -8.96  -0.0019
Br23 7.25 -4.58 -8.44  0.0015
Br24 5.01 -2.69 -9.77  -0.0232
H22 7.30 -3.28 -10.57  0.3525
C19 -2.73 2.63 -4.21  -0.1609
Br25 -1.32 1.60 -3.37  0.0691
Br26 -2.08 4.37 -4.82  -0.0226
Br27 -3.59 1.64 -5.65  -0.0353
H23 -3.49 2.82 -3.45  0.1508
C20 -10.51 3.20 0.51  -0.3314
Br28 -10.44 1.87 1.93  -0.0142
Br29 -9.45 4.78 0.95  -0.0451
Br30 -10.01 2.45 -1.21  0.0127
H24 -11.55 3.53 0.43  0.3692
C21 -12.59 -1.03 0.44  -0.3105
Br31 -13.67 0.58 0.43  -0.0199
Br32 -13.65 -2.62 0.09  -0.0503
Br33 -11.07 -0.89 -0.77  0.0151
H25 -12.18 -1.14 1.45  0.3604

***

Record 4
This record from the Open Molecules 2025 dataset describes a molecular structure, C21H25ClCrN6O3PS. The level of theory is ωB97M-V/def2-TZVPD.

For the molecular weight, the calculation gives 560.0 g mol⁻¹. Its net charge is +1. As for the spin multiplicity: 5. The expectation value of S² is 6.0101. For the total energy, the calculation gives -98331.0313 eV. As for the HOMO-LUMO gap (alpha / beta): 7.55 / 7.84 eV.

Each line ends with the natural charge from an NBO analysis.
Cartesian coordinates (Å):
Cr1 -1.13 -0.28 0.19  1.3059
C1 0.87 4.27 -2.24  -0.4043
N1 0.14 3.02 -2.11  -0.3125
C2 -0.50 2.35 -3.12  -0.0618
C3 -1.04 1.23 -2.56  -0.0518
N2 -0.74 1.21 -1.23  -0.5162
C4 -0.03 2.29 -0.98  0.1004
P1 0.64 2.75 0.66  0.7454
C5 -0.87 2.43 1.63  0.0885
N3 -1.64 1.36 1.53  -0.5203
C6 -2.60 1.46 2.49  -0.0574
C7 -2.41 2.62 3.18  -0.0626
N4 -1.31 3.23 2.63  -0.3134
C8 -0.72 4.48 3.08  -0.4055
C9 1.51 1.19 1.05  0.0851
N5 0.91 0.03 1.20  -0.5181
C10 1.89 -0.87 1.51  -0.0584
C11 3.10 -0.23 1.55  -0.0664
N6 2.84 1.09 1.25  -0.3201
C12 3.84 2.13 1.12  -0.4059
H1 0.81 4.59 -3.28  0.2297
H2 1.91 4.14 -1.96  0.2189
H3 0.42 5.04 -1.61  0.2211
H4 -0.51 2.73 -4.13  0.2325
H5 -1.61 0.45 -3.03  0.2334
H6 -3.35 0.70 2.63  0.2360
H7 -2.95 3.06 4.00  0.2337
H8 -1.35 4.90 3.86  0.2307
H9 -0.68 5.19 2.25  0.2210
H10 0.28 4.32 3.47  0.2192
H11 1.68 -1.91 1.70  0.2276
H12 4.09 -0.58 1.76  0.2286
H13 4.76 1.81 1.61  0.2285
H14 3.50 3.05 1.59  0.2219
H15 4.06 2.33 0.07  0.2151
Cl1 -3.53 -7.15 0.99  0.0137
C13 -2.99 -5.51 1.09  -0.1041
C14 -2.88 -4.89 2.36  -0.1563
C15 -2.45 -3.60 2.48  -0.2368
C16 -2.11 -2.82 1.34  0.4295
O1 -1.71 -1.61 1.50  -0.7516
C17 -2.22 -3.46 0.07  -0.3253
C18 -1.92 -2.80 -1.15  0.4402
O2 -1.50 -1.63 -1.30  -0.6807
C19 -2.67 -4.81 -0.03  -0.1364
H16 -3.13 -5.47 3.24  0.2349
H17 -2.37 -3.13 3.45  0.2252
H18 -2.08 -3.39 -2.06  0.1491
H19 -2.76 -5.27 -1.01  0.2267
C20 0.89 -2.03 -3.79  -0.8286
S1 1.60 -2.03 -2.15  1.2624
C21 3.30 -2.29 -2.65  -0.8246
O3 1.52 -0.63 -1.65  -1.0137
H20 1.03 -3.00 -4.25  0.2371
H21 1.38 -1.25 -4.38  0.2339
H22 -0.17 -1.81 -3.67  0.2440
H23 3.40 -3.26 -3.13  0.2379
H24 3.91 -2.27 -1.74  0.2417
H25 3.60 -1.49 -3.32  0.2334

***

Q: Look up the molecular weight of the fourth one.
A: 560.0 g mol⁻¹